{
  "formula": "C51H91F3N2O14S8",
  "method": "ωB97M-V/def2-TZVPD",
  "lumo_ev": -0.830,
  "gap_ev": 7.440,
  "molar_mass_g_mol": 1269.82,
  "total_charge": 0,
  "symbols": ["C", "C", "C", "C", "O", "N", "C", "O", "C", "C", "O", "C", "N", "C", "C", "C", "C", "C", "F", "C", "F", "F", "C", "C", "C", "O", "C", "C", "O", "C", "C", "C", "C", "C", "C", "C", "C", "C", "C", "C", "C", "C", "C", "C", "C", "O", "H", "H", "H", "H", "H", "H", "H", "H", "H", "H", "H", "H", "H", "H", "H", "H", "H", "H", "H", "H", "H", "H", "H", "H", "H", "H", "H", "H", "H", "H", "H", "H", "H", "H", "H", "H", "H", "H", "H", "H", "H", "H", "H", "C", "S", "O", "C", "H", "H", "H", "H", "H", "H", "C", "S", "O", "C", "H", "H", "H", "H", "H", "H", "C", "S", "O", "C", "H", "H", "H", "H", "H", "H", "C", "S", "O", "C", "H", "H", "H", "H", "H", "H", "C", "S", "O", "C", "H", "H", "H", "H", "H", "H", "C", "S", "O", "C", "H", "H", "H", "H", "H", "H", "C", "S", "O", "C", "H", "H", "H", "H", "H", "H", "C", "S", "O", "C", "H", "H", "H", "H", "H", "H"],
  "xyz": [[9.1670, -3.3199, 0.5143], [8.3802, -2.4192, 1.5762], [7.9870, -1.0523, 0.8526], [6.4159, -1.0057, 0.5711], [5.9105, 0.1999, 1.2302], [4.7963, 0.5972, 0.5316], [4.9957, 1.7052, -0.3848], [6.0283, 2.0815, -0.8622], [3.5402, 2.2311, -0.5768], [2.9496, 3.1278, -1.5555], [3.7621, 3.7308, -2.5642], [4.0455, 4.9806, -2.0731], [4.2972, 5.9711, -1.5497], [1.4938, 3.4042, -1.4883], [0.6258, 2.8049, -0.4423], [-0.9092, 3.1030, -0.4299], [-1.7121, 2.1565, -1.4727], [-0.7748, 1.1830, -2.2428], [-0.4057, -0.0270, -1.6539], [-0.2375, 1.4248, -3.4615], [-0.6413, 2.4198, -4.3010], [0.7860, 0.6429, -3.9428], [1.2912, 1.9249, 0.5659], [0.4136, 1.3162, 1.7047], [0.0910, 2.5207, 2.7281], [-1.2999, 2.5930, 3.0540], [-1.5219, 1.8908, 4.3075], [-3.0877, 2.0166, 4.5782], [-3.6399, 0.7196, 4.9902], [-4.3832, 0.2725, 3.8642], [-3.6058, -0.3073, 2.7549], [-4.2878, -0.7609, 1.5227], [-5.7721, -0.6473, 1.4009], [-6.4508, -1.1088, 0.0219], [-7.9638, -1.4134, 0.3453], [-6.3972, 0.1757, -0.9223], [-5.6089, -2.3450, -0.4875], [-6.2918, -3.2483, -1.5904], [-5.1028, -4.1384, -2.2134], [-6.9148, -2.4672, -2.8149], [-7.3199, -4.3301, -0.9824], [-6.5153, -0.0883, 2.5326], [-5.8413, 0.3717, 3.7825], [2.7163, 1.6319, 0.5021], [3.6398, 0.7482, 1.3927], [3.4680, 0.3037, 2.4907], [9.7927, -2.6699, -0.1588], [8.3763, -3.7948, -0.1338], [9.7649, -4.0668, 1.1016], [8.9988, -2.1618, 2.4770], [7.4593, -2.9674, 1.9131], [8.5010, -0.9108, -0.1379], [8.2490, -0.2046, 1.5468], [6.2162, -0.9698, -0.5340], [5.8885, -1.9296, 0.9564], [1.0037, 4.0855, -2.2358], [-1.1391, 4.1756, -0.6695], [-1.3479, 2.8712, 0.5826], [-2.4426, 1.5084, -0.9056], [-2.2446, 2.8252, -2.2024], [1.0586, 0.5981, 2.2803], [-0.5136, 0.8069, 1.3369], [0.7791, 2.4925, 3.6177], [0.3332, 3.4839, 2.1801], [-0.9270, 2.4050, 5.1108], [-1.2276, 0.8134, 4.1530], [-3.2991, 2.7800, 5.3772], [-3.5861, 2.3510, 3.6232], [-2.4884, -0.4089, 2.8144], [-3.6241, -1.1565, 0.7214], [-8.4924, -0.5056, 0.7656], [-8.5268, -1.6520, -0.6089], [-8.1364, -2.2814, 1.0343], [-5.6346, 0.8873, -0.4837], [-6.0697, -0.0320, -1.9717], [-7.3822, 0.7282, -0.8623], [-5.3257, -3.0096, 0.3821], [-4.6434, -1.9528, -0.9328], [-5.4569, -4.8007, -3.0462], [-4.6896, -4.7260, -1.3364], [-4.2823, -3.4303, -2.5166], [-7.9023, -1.9791, -2.6126], [-7.0734, -3.2180, -3.6515], [-6.1395, -1.7511, -3.2264], [-7.2536, -4.2529, 0.1369], [-8.3671, -4.0568, -1.3061], [-7.0385, -5.3665, -1.3305], [-7.6233, 0.0252, 2.5219], [-6.4210, 0.8195, 4.6279], [8.9451, -7.3206, -0.6565], [7.2458, -6.8667, -1.0527], [7.0574, -5.4419, -0.6484], [6.4728, -7.8913, 0.2113], [9.6123, -6.7592, -1.3102], [9.1639, -7.0734, 0.3834], [9.0860, -8.3886, -0.8276], [6.8444, -7.6080, 1.1971], [6.6939, -8.9412, 0.0126], [5.3941, -7.7334, 0.1701], [-4.8428, 6.2741, 4.2158], [-3.4809, 5.8722, 5.3220], [-3.9431, 4.7743, 6.2214], [-3.5448, 7.4062, 6.2680], [-5.0074, 5.4271, 3.5507], [-5.7491, 6.4623, 4.7942], [-4.5855, 7.1517, 3.6229], [-4.5315, 7.5239, 6.7183], [-3.3286, 8.2484, 5.6092], [-2.7907, 7.3584, 7.0531], [3.8716, -4.0942, -1.0568], [2.8452, -4.6911, 0.3014], [3.2425, -6.1055, 0.5746], [1.3032, -4.7326, -0.6292], [4.9028, -4.0273, -0.7084], [3.8195, -4.7874, -1.8976], [3.5294, -3.1044, -1.3642], [1.4106, -5.3873, -1.4960], [1.0451, -3.7224, -0.9508], [0.5158, -5.1156, 0.0218], [9.3382, 4.9563, -2.3063], [8.8851, 5.6602, -3.9020], [10.0803, 6.3813, -4.4286], [7.7508, 6.8982, -3.2472], [10.0791, 4.1752, -2.4738], [9.7647, 5.7299, -1.6661], [8.4551, 4.5218, -1.8352], [8.2754, 7.5507, -2.5478], [6.9192, 6.4008, -2.7454], [7.3686, 7.4902, -4.0784], [-0.8073, -5.8012, 3.8491], [-0.6753, -6.3542, 2.1390], [-1.2362, -5.2733, 1.2766], [-1.9243, -7.6486, 2.2605], [-0.1311, -4.9586, 3.9903], [-1.8299, -5.4851, 4.0606], [-0.5178, -6.6128, 4.5179], [-2.8771, -7.2174, 2.5711], [-1.5991, -8.4009, 2.9803], [-2.0371, -8.1109, 1.2803], [-10.7928, -7.0672, -0.8910], [-10.8613, -6.1578, 0.6646], [-9.4940, -5.6347, 0.9342], [-11.1043, -7.6016, 1.7176], [-10.6064, -6.3566, -1.6958], [-9.9845, -7.7993, -0.8593], [-11.7471, -7.5668, -1.0641], [-10.2768, -8.3004, 1.5865], [-12.0487, -8.0841, 1.4615], [-11.1379, -7.2691, 2.7546], [10.2818, 4.8695, -7.5853], [10.4973, 3.0961, -7.3396], [11.9543, 2.8044, -7.4416], [9.7364, 2.5952, -8.8970], [10.7248, 5.3926, -6.7373], [10.7804, 5.1816, -8.5045], [9.2176, 5.1045, -7.6365], [10.2696, 3.0490, -9.7336], [8.6899, 2.9034, -8.9060], [9.7942, 1.5099, -8.9751], [-5.2262, 9.1974, -0.5603], [-3.8593, 8.7984, 0.5449], [-4.3197, 7.7012, 1.4444], [-3.9239, 10.3329, 1.4892], [-5.3902, 8.3487, -1.2235], [-6.1312, 9.3851, 0.0191], [-4.9702, 10.0758, -1.1543], [-4.9102, 10.4499, 1.9408], [-3.7096, 11.1750, 0.8299], [-3.1685, 10.2865, 2.2731]],
  "atomic_forces_ev_per_a": [[-0.94, 0.50, 0.75], [0.66, 0.53, -1.26], [-1.30, -0.48, 0.63], [1.24, -0.44, -0.07], [0.39, -1.06, -1.17], [-0.11, 1.08, 1.35], [-1.80, 0.15, 0.00], [-0.65, -0.50, 0.44], [-1.46, 0.16, 0.46], [-2.01, -1.77, 2.29], [-0.14, 2.49, 1.71], [-0.27, -2.76, -0.94], [0.07, 0.35, -0.20], [0.48, -1.15, 1.42], [3.02, 0.18, -0.40], [0.11, -0.93, 0.15], [0.64, -0.74, 0.00], [-0.15, 0.31, -0.99], [-0.38, 1.95, -0.32], [0.22, -0.84, 0.55], [1.03, -1.35, 1.20], [-1.90, 1.50, 0.18], [-0.05, -0.16, -0.76], [1.31, 0.71, 0.80], [0.10, 0.66, -1.52], [1.27, -0.50, 1.07], [-1.34, 0.29, -0.51], [0.89, 0.28, 0.39], [-1.11, 0.82, -1.95], [-0.56, -1.34, -1.31], [-2.45, -0.14, -1.00], [-0.94, 1.43, 2.67], [1.34, 0.32, 1.20], [-0.03, 0.71, 1.74], [-0.60, -0.23, -0.80], [0.51, 0.37, 0.63], [-0.49, 0.04, -0.68], [0.44, -1.38, -0.90], [-0.01, 1.00, 1.42], [0.60, -0.65, -0.33], [0.30, 1.28, -0.11], [2.17, 0.06, 0.74], [1.61, -0.83, -2.03], [-0.97, 1.87, -2.03], [-0.82, 1.06, -1.99], [0.34, 0.13, -0.81], [-0.27, -0.74, 0.93], [1.12, 0.14, 0.72], [-0.42, 0.44, -1.03], [-0.45, -0.46, -0.84], [0.92, 0.55, -0.21], [-0.27, -0.18, 1.17], [-0.39, -0.67, -0.93], [0.12, 0.30, 1.04], [0.48, 1.11, -0.13], [0.78, -0.73, 0.75], [0.47, -1.02, 0.21], [0.64, 0.46, -0.99], [0.60, 0.86, -0.66], [0.44, -0.95, 0.61], [-0.80, 0.36, -0.79], [0.78, 0.62, 0.28], [-0.83, -0.18, -0.66], [-0.30, -0.97, 0.67], [-0.45, -0.71, -0.62], [-0.26, 0.99, 0.57], [0.19, -0.89, -0.71], [0.65, -0.29, 1.00], [-1.38, 0.17, 0.09], [-0.89, 0.29, 0.67], [0.77, -0.98, -0.42], [0.69, 0.21, 1.01], [0.37, 0.81, -0.50], [-0.74, -0.72, -0.59], [-0.64, 0.10, 0.88], [1.04, -0.69, -0.39], [-0.35, 0.74, -0.88], [-1.03, -0.36, 0.49], [0.42, 0.62, 0.81], [-0.36, 0.29, -1.20], [-0.69, -0.87, -0.17], [1.03, -0.19, -0.11], [0.00, 0.77, 0.97], [-1.07, -0.54, 0.49], [-0.30, -0.47, -1.11], [1.02, -0.56, 0.50], [-0.50, 1.12, 0.44], [1.14, -0.22, -0.16], [0.63, -0.53, -0.93], [0.12, 0.07, 0.08], [-0.11, -0.06, 0.06], [-0.03, -0.27, -0.02], [-0.10, -0.02, 0.08], [-0.10, 0.01, -0.01], [-0.08, 0.03, -0.02], [-0.07, 0.03, -0.03], [0.02, 0.07, -0.06], [0.04, 0.05, -0.07], [0.05, 0.13, -0.04], [-0.10, 0.08, 0.11], [-0.11, 0.00, -0.11], [0.00, 0.23, 0.00], [-0.06, 0.07, 0.10], [0.12, 0.02, 0.04], [0.08, -0.07, 0.11], [0.06, -0.12, -0.06], [0.00, -0.08, -0.04], [0.01, -0.07, -0.03], [-0.01, -0.08, -0.07], [0.15, 0.05, 0.01], [-0.02, 0.01, -0.19], [-0.02, 0.10, -0.15], [-0.02, -0.17, -0.02], [-0.04, -0.13, 0.04], [-0.04, -0.05, 0.08], [-0.08, -0.02, 0.06], [0.13, 0.01, 0.03], [0.04, 0.01, 0.07], [0.09, 0.17, -0.06], [0.03, -0.01, 0.11], [0.01, 0.02, 0.05], [-0.14, -0.05, 0.09], [-0.03, 0.06, 0.07], [-0.05, 0.05, -0.10], [-0.02, 0.04, -0.10], [-0.01, 0.00, -0.07], [0.06, -0.06, -0.04], [0.03, -0.01, -0.02], [0.08, -0.09, -0.03], [-0.09, 0.07, 0.08], [0.01, -0.09, 0.12], [-0.10, -0.12, 0.18], [-0.14, -0.01, 0.02], [0.01, -0.06, -0.11], [0.01, -0.01, -0.09], [0.03, -0.01, -0.07], [0.05, 0.06, -0.02], [0.05, 0.04, -0.03], [0.09, 0.09, 0.01], [0.05, -0.11, -0.07], [0.06, 0.06, 0.03], [-0.20, -0.19, -0.02], [0.03, -0.13, 0.02], [-0.01, 0.05, 0.11], [0.01, 0.06, 0.07], [0.00, 0.05, 0.04], [0.02, 0.08, -0.04], [0.01, 0.06, -0.01], [0.01, 0.09, -0.09], [0.09, 0.11, -0.05], [0.07, 0.11, 0.03], [-0.23, 0.05, -0.10], [-0.01, -0.01, -0.14], [-0.07, -0.12, 0.06], [0.01, -0.13, -0.01], [0.01, -0.06, 0.05], [0.04, 0.02, 0.07], [0.03, 0.00, 0.06], [0.04, 0.05, 0.09], [-0.13, 0.02, 0.00], [0.02, -0.01, -0.03], [-0.02, 0.26, -0.11], [-0.08, 0.06, 0.07], [0.09, -0.01, 0.08], [0.07, -0.03, 0.05], [0.05, -0.03, 0.03], [0.00, -0.08, -0.04], [0.02, -0.06, -0.01], [0.00, -0.08, -0.09]],
  "mulliken_charge": [-0.80, -0.57, -0.51, 0.02, -0.38, 0.43, -0.10, -0.61, 0.37, 0.30, -0.48, 0.42, -0.46, -0.55, 0.56, -0.44, -0.17, 0.38, -0.34, 0.33, -0.27, -0.24, 0.76, -0.78, -0.91, -0.24, -0.57, -0.30, -0.54, 0.14, -0.37, -0.18, -0.33, 2.95, -2.03, -1.31, -1.88, 2.44, -1.75, -1.68, -1.32, -0.20, -1.00, -0.03, -0.09, -0.57, 0.34, 0.13, 0.29, 0.37, 0.32, 0.29, 0.31, 0.21, 0.10, 0.48, 0.64, -0.40, -0.03, 0.31, 0.54, 0.13, 0.46, 0.43, 0.38, 0.32, 0.26, 0.28, 0.24, 0.34, 0.56, 0.25, 0.32, 0.33, 0.22, 0.32, 0.49, 0.23, 0.43, 0.42, 0.37, 0.28, 0.46, 0.26, 0.21, 0.20, 0.32, 0.17, 0.39, -0.98, 0.36, -0.51, -0.84, 0.33, 0.29, 0.40, 0.28, 0.39, 0.23, -0.77, 0.64, -0.68, -1.02, 0.28, 0.38, 0.20, 0.30, 0.34, 0.33, -0.70, 0.56, -0.64, -0.40, 0.04, 0.35, 0.37, 0.31, 0.24, -0.04, -0.88, 0.57, -0.63, -0.74, 0.31, 0.31, 0.30, 0.30, 0.15, 0.32, -0.99, 0.55, -0.62, -1.02, 0.32, 0.32, 0.39, 0.31, 0.38, 0.32, -0.95, 0.44, -0.52, -0.98, 0.30, 0.30, 0.41, 0.30, 0.39, 0.31, -0.90, 0.55, -0.64, -0.90, 0.27, 0.37, 0.31, 0.29, 0.33, 0.31, -0.95, 0.44, -0.55, -0.96, 0.31, 0.30, 0.38, 0.30, 0.40, 0.30]
}